No. 1
The following is a DFT calculation (the ωB97M-V functional and the def2-TZVPD basis) of a molecular structure, C46H47AsN2Sb3Se4W at a distorted geometry.

```
104
Properties=species:S:1:pos:R:3:forces:R:3
W 0.3170 0.1405 -0.3511 -0.19 -0.80 0.31
C -2.1694 2.9504 1.5672 0.00 0.00 -0.46
C -1.5042 4.2929 1.3117 0.27 -0.05 0.04
C 0.0277 4.2279 1.2540 -0.49 -0.17 0.13
Sb 0.6318 2.9336 -0.3559 0.89 1.71 -0.55
C 2.7168 3.2977 -0.5386 -0.17 -0.36 0.17
C 3.2598 3.3577 -1.8159 0.23 -0.09 0.04
C 4.6045 3.6711 -1.9744 -0.06 0.00 -0.07
C 5.4062 3.8917 -0.8621 0.01 0.02 -0.01
C 4.8612 3.8215 0.4130 -0.03 0.00 0.08
C 3.5118 3.5302 0.5778 0.10 0.06 -0.10
C 0.0322 4.5625 -1.6748 -0.27 -0.29 -0.06
C -1.3040 4.8293 -1.9806 0.25 0.28 -0.11
C -1.6563 6.0455 -2.5534 0.00 -0.06 0.06
C -0.6880 7.0083 -2.8041 -0.06 -0.02 -0.01
C 0.6350 6.7479 -2.4870 0.04 0.01 0.04
C 1.0029 5.5328 -1.9168 -0.17 -0.03 -0.05
Sb -2.2796 1.2675 0.1190 -0.73 0.96 -1.00
C -4.4078 1.1927 0.4148 0.29 -0.74 0.64
C -5.1009 0.1139 0.9467 -0.02 0.09 -0.05
C -6.4824 0.2094 1.1055 0.05 -0.05 -0.02
C -7.1447 1.3689 0.7368 0.07 0.09 -0.03
C -6.4336 2.4481 0.2128 -0.03 -0.06 0.02
C -5.0583 2.3689 0.0539 -0.05 0.00 0.17
C -2.6233 1.5301 -2.0580 -0.22 0.26 0.40
C -1.7371 2.0275 -3.0042 -0.19 0.05 -0.24
C -2.0933 2.1260 -4.3440 0.09 0.03 0.02
C -3.3443 1.7065 -4.7694 0.00 0.02 -0.07
C -4.2322 1.1842 -3.8416 -0.05 -0.04 0.07
C -3.8776 1.0931 -2.5000 0.07 0.16 -0.16
H -3.2308 3.0737 1.7572 -0.06 0.05 0.07
H -1.7237 2.4689 2.4367 -0.05 -0.10 0.06
H -1.7834 4.9574 2.1363 0.02 -0.02 -0.01
H -1.8990 4.7590 0.4109 0.02 0.02 0.00
H 0.4494 3.9518 2.2136 0.01 0.00 0.02
H 0.4498 5.1866 0.9440 0.04 -0.12 -0.04
H 2.6476 3.1897 -2.6932 -0.03 0.01 -0.05
H 5.0193 3.7486 -2.9732 0.00 -0.02 0.07
H 6.4564 4.1254 -0.9896 -0.06 0.02 0.01
H 5.4767 4.0129 1.2837 -0.01 -0.02 -0.06
H 3.0995 3.5185 1.5783 -0.01 0.03 0.07
H -2.0830 4.1163 -1.7879 -0.15 -0.17 0.04
H -2.6959 6.2396 -2.7924 0.08 0.00 0.02
H -0.9694 7.9614 -3.2339 0.03 -0.05 -0.01
H 1.3962 7.4968 -2.6704 -0.03 -0.05 0.00
H 2.0383 5.3716 -1.6690 0.04 0.06 0.02
H -4.5910 -0.7997 1.2322 -0.02 0.04 -0.01
H -7.0339 -0.6272 1.5160 0.01 0.04 -0.01
H -8.2173 1.4403 0.8625 0.03 0.01 -0.02
H -6.9508 3.3543 -0.0768 0.00 -0.03 0.02
H -4.5167 3.2136 -0.3595 -0.02 -0.01 -0.02
H -0.7635 2.3937 -2.7492 0.22 0.01 0.13
H -1.3797 2.5369 -5.0505 -0.08 -0.02 0.04
H -3.6202 1.7824 -5.8142 -0.01 0.01 0.06
H -5.2193 0.8585 -4.1503 0.06 0.00 0.00
H -4.6100 0.7087 -1.8078 -0.04 -0.04 -0.07
C 0.7606 1.9611 4.1344 0.02 0.06 0.03
C -0.2472 1.3242 4.8339 -0.01 0.06 0.06
C -0.9656 0.3249 4.1931 -0.18 -0.01 0.15
C -0.6898 0.0338 2.8702 -0.21 -0.17 0.01
N 0.1622 0.7774 2.1496 0.24 -0.34 -0.49
C 0.9154 1.6586 2.7924 0.10 0.23 0.08
C -1.0029 -1.2823 2.2675 -0.28 0.27 0.24
C -1.6362 -2.2966 2.9633 -0.18 -0.01 0.13
C -1.4535 -3.6132 2.5722 -0.11 -0.06 0.03
C -0.6018 -3.8710 1.5137 0.05 -0.06 -0.03
C -0.1013 -2.7972 0.8051 -0.01 -0.23 0.07
N -0.3591 -1.5284 1.1218 0.39 -0.05 -0.42
H 1.4181 2.6789 4.6079 -0.03 -0.03 -0.02
H -0.4287 1.5489 5.8773 -0.02 0.00 -0.04
H -1.6927 -0.2535 4.7466 0.08 -0.01 -0.01
H 1.7054 2.1184 2.2182 0.05 0.08 -0.06
H -2.2288 -2.0677 3.8375 0.08 -0.03 0.04
H -1.9207 -4.4202 3.1227 0.02 0.03 0.00
H -0.3169 -4.8784 1.2407 -0.05 0.02 -0.03
H 0.5652 -2.9520 -0.0248 0.15 -0.01 -0.16
Se 2.8920 -3.5200 -1.5530 0.31 0.35 -0.17
Sb 3.6637 -1.3085 -1.5663 -0.05 0.11 0.73
Se 1.2476 0.3693 -2.4688 -0.77 0.10 0.52
Se 2.3966 -0.2659 0.6529 1.04 -0.59 0.02
Se 5.2744 0.2806 -2.0699 -0.22 -0.37 -0.05
C -0.6440 -3.4767 -2.2455 0.27 -0.04 0.20
As -1.2422 -1.6849 -1.7862 -0.54 0.14 -0.54
C -1.5834 -1.2300 -3.6305 0.05 0.17 -0.06
C -3.0546 -2.0052 -1.0564 0.20 -0.03 0.30
C -3.8582 -3.0014 -1.8271 -0.03 -0.07 -0.13
C -4.6845 -2.5832 -2.8679 -0.04 0.00 -0.01
C -5.4180 -3.5079 -3.5983 0.02 0.00 -0.03
C -5.3255 -4.8612 -3.2997 -0.01 0.01 0.03
C -4.5196 -5.2846 -2.2489 0.00 -0.02 -0.05
C -3.7939 -4.3581 -1.5162 0.01 -0.02 0.04
H -1.5069 -3.9281 -2.7272 -0.11 -0.02 -0.04
H -0.3325 -4.0925 -1.4122 -0.05 -0.08 0.01
H 0.1661 -3.3968 -2.9621 0.10 0.06 -0.05
H -2.2656 -1.9866 -4.0113 -0.04 -0.06 0.00
H -0.6450 -1.2901 -4.1755 0.08 -0.04 -0.03
H -2.0112 -0.2461 -3.7633 -0.01 -0.08 0.04
H -3.5468 -1.0368 -1.0542 -0.02 0.05 0.02
H -2.9207 -2.3322 -0.0230 0.04 0.05 0.07
H -4.7708 -1.5250 -3.0948 0.05 -0.07 -0.02
H -6.0616 -3.1718 -4.4022 0.02 -0.03 0.04
H -5.8927 -5.5824 -3.8747 0.03 0.03 0.04
H -4.4551 -6.3375 -2.0036 -0.03 0.05 0.00
H -3.1813 -4.6908 -0.6827 0.01 0.00 -0.04
```
Positions in Å, forces in eV/Å.

Properties
total charge: +3
energy: -395080.956 eV
molar mass: 1567.8 g mol⁻¹
energy relative to the best compared isomer or geometry (same formula, charge and spin): 174.4 kJ/mol
LUMO energy: -9.988 eV
HOMO: -15.257 eV

---

No. 2
The following is a DFT calculation (the ωB97M-V functional and the def2-TZVPD basis) of 2 unconnected molecules or ions with the total composition C3H6N2O3 at a distorted geometry.

```
14
Properties=species:S:1:pos:R:3:forces:R:3
O -1.4467 0.9538 1.3825 -0.31 -0.20 1.05
N -1.0184 1.4674 0.3587 -0.14 -0.50 -0.36
O -0.6578 2.6002 0.2562 0.16 0.47 0.13
N -0.9284 0.7085 -0.7864 0.12 0.59 -1.51
C -1.3424 -0.5023 -0.8132 -0.15 0.26 0.44
O -1.8640 -1.2204 0.1313 -0.33 -0.54 0.65
H -1.2469 -1.0120 -1.7677 0.01 -0.01 0.10
H -1.9055 -0.6973 0.9767 0.20 0.06 -0.63
C 1.7267 -0.9147 0.4297 0.07 -0.17 0.20
C 1.7345 0.1532 -0.3441 0.38 -0.10 -0.02
H 1.7257 -0.8438 1.5071 -0.01 0.07 0.13
H 1.7237 -1.9141 0.0235 0.01 -0.15 -0.11
H 1.7494 0.0718 -1.4199 -0.01 0.02 -0.11
H 1.7500 1.1497 0.0655 0.00 0.20 0.05
```
Positions in Å, forces in eV/Å.

Properties
energy: -12326.267 eV
molar mass: 118.1 g mol⁻¹
energy relative to the best compared isomer or geometry (same formula, charge and spin): 575.1 kJ/mol
LUMO energy: -0.457 eV
HOMO: -10.168 eV